# 1
180
Properties=species:S:1:pos:R:3 method="wB97M-V/def2-TZVPD" orbital_gap_ev=8.7 molar_mass_g_mol=979.4 homo_ha=-0.298 smiles=COCCNCCOC.COCCNCCOC.COCCNCCOC.COCCNCCOC.COCCNCCOC.COCCNCCOC.CC(C)O.CC(C)O.CC(C)O total_charge=0
C -6.286 3.699 9.162
O -4.960 3.352 8.885
C -4.165 4.481 8.543
C -2.728 4.054 8.201
N -2.671 3.302 6.938
C -3.273 1.949 7.045
C -3.049 1.057 5.810
O -1.672 0.912 5.553
C -1.418 0.134 4.326
H -6.843 2.798 9.420
H -6.819 4.142 8.321
H -6.393 4.316 10.055
H -4.076 5.231 9.329
H -4.680 4.996 7.732
H -2.379 3.519 9.085
H -2.101 4.926 8.012
H -1.681 3.287 6.739
H -4.360 1.989 7.123
H -2.777 1.441 7.872
H -3.565 1.571 4.999
H -3.548 0.097 5.939
H -1.236 -0.886 4.663
H -0.464 0.401 3.873
H -2.223 0.157 3.591
C -2.847 2.554 -6.018
O -2.452 2.183 -4.683
C -2.887 3.210 -3.779
C -2.313 2.884 -2.376
N -0.905 3.089 -2.462
C -0.572 4.517 -2.177
C 0.879 4.805 -2.260
O 1.249 4.919 -3.657
C 2.637 5.076 -3.716
H -2.222 3.376 -6.366
H -3.893 2.847 -6.111
H -2.559 1.748 -6.692
H -3.970 3.128 -3.683
H -2.720 4.236 -4.105
H -2.415 1.825 -2.136
H -2.812 3.461 -1.598
H -0.526 2.821 -3.359
H -0.953 4.793 -1.194
H -1.055 5.239 -2.835
H 1.334 3.994 -1.691
H 1.037 5.751 -1.743
H 2.962 5.260 -4.740
H 3.169 4.201 -3.343
H 2.991 5.978 -3.218
C -4.681 -1.926 -0.049
O -3.880 -2.979 0.350
C -2.490 -2.838 -0.012
C -1.605 -3.873 0.723
N -2.027 -5.140 0.202
C -1.439 -6.262 0.981
C -2.218 -7.541 0.683
O -3.616 -7.212 0.790
C -4.413 -8.404 0.603
H -4.757 -1.875 -1.135
H -4.438 -0.950 0.372
H -5.650 -2.262 0.319
H -2.101 -1.879 0.330
H -2.428 -2.833 -1.100
H -1.788 -3.754 1.791
H -0.568 -3.576 0.565
H -2.937 -5.299 0.610
H -1.559 -6.116 2.054
H -0.362 -6.430 0.982
H -1.878 -8.327 1.358
H -1.839 -7.890 -0.278
H -4.630 -8.909 1.544
H -3.959 -9.136 -0.065
H -5.399 -8.216 0.179
C 3.733 -2.083 0.112
O 3.067 -3.329 0.533
C 2.250 -4.000 -0.459
C 3.033 -4.646 -1.578
N 3.994 -5.552 -0.996
C 5.250 -5.684 -1.756
C 6.151 -4.506 -1.570
O 6.471 -4.252 -0.180
C 7.556 -3.405 -0.089
H 3.024 -1.386 -0.336
H 4.460 -2.332 -0.661
H 4.192 -1.577 0.961
H 1.494 -3.314 -0.842
H 1.775 -4.718 0.210
H 3.383 -3.822 -2.200
H 2.320 -5.194 -2.194
H 3.601 -6.414 -0.644
H 4.860 -5.817 -2.765
H 5.784 -6.599 -1.498
H 5.598 -3.630 -1.908
H 6.962 -4.548 -2.297
H 8.455 -3.845 -0.519
H 7.691 -3.390 0.993
H 7.273 -2.431 -0.489
C 0.272 4.601 -7.586
O 0.137 3.189 -7.809
C 1.366 2.459 -7.867
C 1.157 1.021 -7.242
N 0.687 0.925 -5.872
C 1.607 1.463 -4.863
C 3.001 0.756 -4.776
O 3.899 1.344 -3.862
C 3.509 1.432 -2.537
H -0.712 5.064 -7.665
H 1.004 5.019 -8.277
H 0.637 4.742 -6.568
H 2.206 2.899 -7.329
H 1.734 2.384 -8.890
H 2.084 0.471 -7.404
H 0.434 0.479 -7.851
H -0.286 1.171 -5.755
H 1.123 1.448 -3.887
H 1.898 2.494 -5.066
H 3.464 0.799 -5.762
H 2.921 -0.276 -4.435
H 3.307 0.380 -2.333
H 2.739 2.187 -2.377
H 4.360 1.654 -1.894
C -3.945 1.646 1.352
O -2.610 1.678 1.833
C -1.932 2.922 1.569
C -0.775 3.216 2.488
N -1.099 3.434 3.893
C 0.111 3.700 4.717
C 0.706 5.114 4.533
O 1.842 5.087 5.432
C 2.700 6.216 5.209
H -3.901 1.687 0.263
H -4.555 2.436 1.789
H -4.305 0.718 1.795
H -2.605 3.778 1.584
H -1.552 2.805 0.554
H -0.176 4.013 2.047
H -0.092 2.368 2.440
H -1.635 2.657 4.251
H 0.855 2.917 4.565
H -0.111 3.581 5.777
H 0.089 5.989 4.739
H 1.123 5.193 3.529
H 3.084 6.158 4.191
H 3.503 6.217 5.945
H 2.245 7.201 5.316
C 2.628 -1.560 3.786
C 1.774 -2.658 4.333
C 0.930 -3.321 3.282
O 2.531 -3.639 5.026
H 1.993 -0.915 3.180
H 3.360 -1.929 3.068
H 3.054 -0.973 4.600
H 1.092 -2.220 5.062
H 0.585 -2.645 2.500
H -0.007 -3.702 3.687
H 1.445 -4.178 2.850
H 3.049 -4.106 4.367
C 1.267 -4.442 -5.174
C 1.023 -3.027 -4.647
C -0.166 -2.334 -5.307
O 0.694 -3.076 -3.261
H 1.434 -4.390 -6.250
H 0.448 -5.154 -5.069
H 2.215 -4.868 -4.847
H 1.973 -2.500 -4.739
H 0.032 -1.920 -6.296
H -0.569 -1.497 -4.736
H -0.976 -3.055 -5.418
H -0.107 -3.602 -3.211
C 0.004 -0.454 -1.879
C -0.180 0.343 -0.598
C 0.371 -0.382 0.709
O 0.492 1.621 -0.665
H -0.729 -1.260 -1.875
H 0.968 -0.957 -1.955
H -0.121 0.132 -2.790
H -1.235 0.526 -0.397
H 0.298 -1.468 0.769
H -0.023 0.051 1.629
H 1.439 -0.167 0.736
H -0.009 2.169 -1.273

# 2
92
Properties=species:S:1:pos:R:3 method="wB97M-V/def2-TZVPD" orbital_gap_ev=6.1 molar_mass_g_mol=983.6 homo_ha=-0.386 total_charge=+1
Tc 10.566 16.261 16.582
Cl 16.072 19.373 23.545
C 15.036 18.740 22.318
C 13.925 17.995 22.688
C 13.084 17.526 21.696
C 13.336 17.805 20.355
C 14.470 18.532 20.016
C 15.330 19.000 20.995
C 12.449 17.285 19.261
C 12.711 15.969 18.759
C 13.789 15.113 19.240
C 13.748 13.983 18.513
C 12.671 14.125 17.550
C 12.387 13.271 16.547
C 13.183 12.031 16.424
C 12.679 10.847 16.919
C 13.383 9.660 16.814
C 14.623 9.693 16.197
Cl 15.539 8.238 16.064
C 15.153 10.871 15.691
C 14.427 12.041 15.806
C 11.409 13.434 15.497
N 10.790 14.663 15.189
C 9.892 14.465 14.111
C 9.024 15.495 13.547
C 8.569 15.249 12.130
C 7.735 14.175 11.825
C 7.321 13.946 10.515
C 7.754 14.797 9.511
Cl 7.270 14.550 7.867
C 8.548 15.881 9.802
C 8.970 16.102 11.096
C 8.631 16.645 14.135
C 7.738 17.642 13.546
C 7.707 18.686 14.388
C 8.590 18.370 15.502
N 9.096 17.155 15.361
C 8.948 19.311 16.522
C 9.944 19.093 17.443
C 10.344 20.042 18.465
C 11.313 19.497 19.216
C 11.567 18.158 18.715
N 10.729 17.947 17.607
C 8.302 20.654 16.476
C 8.967 21.731 15.897
C 8.370 22.983 15.832
C 7.107 23.167 16.354
Cl 6.354 24.729 16.321
C 6.395 22.096 16.880
C 7.011 20.860 16.953
C 10.061 13.192 13.701
C 11.012 12.558 14.543
N 12.045 15.371 17.782
H 13.761 17.753 23.729
H 12.218 16.922 21.973
H 14.700 18.755 18.985
H 16.237 19.533 20.737
H 14.519 15.347 19.995
H 14.398 13.119 18.595
H 11.720 10.841 17.419
H 13.008 8.724 17.221
H 16.135 10.831 15.250
H 14.798 12.995 15.444
H 7.403 13.510 12.607
H 6.660 13.113 10.285
H 8.890 16.521 9.005
H 9.638 16.934 11.312
H 7.195 17.530 12.605
H 7.146 19.598 14.282
H 9.876 21.002 18.574
H 11.831 19.931 20.073
H 9.956 21.585 15.499
H 8.899 23.814 15.381
H 5.383 22.223 17.227
H 6.459 20.031 17.388
H 9.574 12.724 12.849
H 11.348 11.535 14.431
O 9.211 13.268 17.205
N 8.837 14.112 17.947
O 9.132 15.360 17.629
C 11.609 15.864 15.194
C 12.825 16.145 14.532
C 13.444 15.170 13.719
C 14.684 15.436 13.195
C 15.273 16.683 13.378
C 14.633 17.685 14.103
C 13.418 17.413 14.693
H 12.962 14.198 13.576
H 15.201 14.691 12.617
H 16.237 16.876 12.934
H 15.103 18.656 14.210
H 12.876 18.153 15.289

# 3
28
Properties=species:S:1:pos:R:3 method="wB97M-V/def2-TZVPD" orbital_gap_ev="3.0 / 6.7" molar_mass_g_mol=244.2 homo_ha="-0.022 / -0.158" multiplicity=2 total_charge=-1
C 1.463 0.404 2.972
N 0.945 -0.456 4.013
O -0.087 -1.067 3.733
O 1.426 -0.364 5.163
H 0.701 0.862 2.342
H 2.088 -0.231 2.344
H 1.999 1.280 3.336
C -4.639 -1.186 -1.667
N -4.024 0.035 -1.124
O -3.516 -0.084 -0.065
O -4.082 1.066 -1.797
H -4.236 -1.363 -2.664
H -5.716 -1.025 -1.710
H -4.508 -2.065 -1.036
C 4.140 1.993 -0.929
N 2.965 1.258 -0.533
O 1.876 1.786 -0.752
O 3.025 0.122 -0.169
H 3.873 3.023 -0.691
H 4.352 1.806 -1.982
H 5.003 1.653 -0.357
C -0.492 -0.831 -0.592
N -0.358 -1.323 -2.011
O 0.425 -2.239 -2.160
O -1.092 -0.778 -2.833
H -1.057 0.101 -0.591
H 0.496 -0.703 -0.150
H -0.969 -1.672 -0.089

# 4
12
Properties=species:S:1:pos:R:3 method="wB97M-V/def2-TZVPD" orbital_gap_ev=8.1 molar_mass_g_mol=129.1 homo_ha=-0.329 smiles="O=N/C=C1/NONC1=O" total_charge=0
O 3.498 0.048 -0.009
N 2.363 0.515 -0.031
C 1.375 -0.522 -0.131
C 0.064 -0.241 -0.136
N -0.918 -1.181 -0.139
O -2.136 -0.569 0.045
N -1.927 0.808 -0.163
C -0.579 1.077 -0.079
O -0.068 2.177 -0.024
H 1.809 -1.534 -0.068
H -0.883 -2.005 0.438
H -2.599 1.429 0.297

# 5
55
Properties=species:S:1:pos:R:3 method="wB97M-V/def2-TZVPD" orbital_gap_ev=10.1 molar_mass_g_mol=447.7 homo_ha=-0.562 total_charge=+2
Ba -0.432 0.122 -0.499
C 2.815 -0.657 -2.777
O 1.892 -0.372 -2.070
N 3.108 -0.106 -3.909
N 3.548 -1.683 -2.569
H 3.907 -0.482 -4.402
H 2.521 0.647 -4.238
H 4.393 -1.803 -3.109
H 3.325 -2.035 -1.649
C -0.390 -1.259 3.373
C -0.026 -2.400 2.422
C -1.235 -3.391 2.352
O -1.007 -4.322 1.307
C 0.190 -5.062 1.544
N 0.470 -1.855 1.158
H 0.395 -0.502 3.379
H -0.561 -1.670 4.368
H -1.362 -0.884 3.053
H 0.861 -2.956 2.723
H -2.104 -2.798 2.066
H -1.265 -3.913 3.308
H 0.123 -5.644 0.625
H -0.011 -5.812 2.309
H 1.181 -4.623 1.427
H 1.225 -1.233 1.410
H 0.870 -2.717 0.818
C 1.893 4.494 -0.296
C 0.808 3.537 -0.122
C -0.525 3.882 -0.788
O -1.465 2.791 -0.799
C -2.754 3.326 -1.113
N 1.293 2.293 -0.688
H 2.813 4.379 0.278
H 1.435 5.449 -0.040
H 2.015 4.711 -1.357
H 0.643 3.318 0.933
H -0.366 4.100 -1.844
H -0.902 4.809 -0.357
H -2.949 3.822 -2.064
H -3.014 4.050 -0.341
H -3.520 2.558 -1.011
H 1.791 2.409 -1.559
H 1.994 2.098 0.013
O -1.097 -2.388 -1.096
H -1.174 -2.781 -0.227
H -1.038 -3.134 -1.693
O -1.928 0.323 -2.616
H -2.843 0.432 -2.877
H -1.449 0.256 -3.442
O -0.757 1.438 2.140
H -1.667 1.327 2.413
H -0.429 2.156 2.681
O -2.823 -0.744 0.856
H -3.453 -1.431 1.075
H -2.965 -0.068 1.519

# 6
7
Properties=species:S:1:pos:R:3 method="wB97M-V/def2-TZVPD" orbital_gap_ev="6.8 / 7.2" molar_mass_g_mol=70.1 homo_ha="-0.334 / -0.344" total_charge=0
C 1.434 -0.657 0.567
C 0.117 -0.819 0.143
N 2.516 -0.576 0.947
N -1.889 1.349 -0.781
O -0.537 0.320 -0.225
H -0.350 -1.795 0.122
H -1.290 2.178 -0.773

# 7
16
Properties=species:S:1:pos:R:3 method="wB97M-V/def2-TZVPD" orbital_gap_ev=12.9 molar_mass_g_mol=60.1 homo_ha=-0.432 smiles=CC.CC total_charge=0
C -0.385 1.119 1.564
C -1.807 0.548 1.888
H -0.334 2.002 0.879
H 0.019 1.531 2.470
H 0.288 0.428 1.137
H -2.350 0.255 0.928
H -1.732 -0.128 2.743
H -2.448 1.305 2.141
C 0.297 -0.754 -1.781
C 1.871 -0.930 -1.691
H -0.156 -1.248 -0.876
H 0.032 0.329 -1.897
H -0.045 -1.353 -2.653
H 2.419 -0.138 -1.111
H 2.023 -1.831 -1.050
H 2.423 -1.054 -2.593